1.
This record from the Open Molecules 2025 dataset describes C4H8BrN2 as an isolated structure. The level of theory is ωB97M-V with the def2-TZVPD basis set.

Output
Total energy: -77292.0865 eV
Multiplicity: 1
Relative energy (zero: lowest compared OMol25 entry of this formula, charge and spin): 231.9 kJ/mol
Net charge: +1

Geometry as XYZ:
```
15
Properties=species:S:1:pos:R:3:nbo_charge:R:1
C 1.08691 -0.92444 0.89948 0.372
C -0.79879 0.27476 0.89381 -0.256
C -0.01201 0.63776 -0.39363 0.113
C -0.55431 0.10319 -1.66096 -0.655
N 1.25915 -0.04554 -0.07391 -0.548
N -0.09474 -0.79690 1.41198 -0.502
Br 0.21674 2.62978 -0.53603 0.078
H 1.73249 -1.70370 1.33201 0.268
H -0.91579 1.03899 2.07748 0.239
H -1.85167 0.26918 0.69547 0.266
H -0.35998 -0.89261 -1.58363 0.218
H 0.19906 0.42331 -2.53492 0.251
H -1.52620 0.37669 -1.98758 0.266
H 2.07446 0.06552 -0.58739 0.446
H -0.45531 -1.45602 2.04781 0.445
```

***

2.
This record from the Open Molecules 2025 dataset describes an isolated ion of composition C4H8BrN5O2P and charge +1. The level of theory is ωB97M-V with the def2-TZVPD basis set.

Output
Total energy: -95149.0700 eV
SMILES: NP(O)n1[nH]c(CC(=O)Br)nc1=[NH2+]
Multiplicity: 1
Net charge: +1

Geometry as XYZ:
```
21
Properties=species:S:1:pos:R:3:nbo_charge:R:1
N 2.95364 0.69071 0.77305 -1.181
P 2.55666 -0.42873 -0.39824 1.480
O 2.47820 0.46455 -1.74355 -0.980
N 0.77009 -0.48046 -0.00831 -0.424
N -0.21283 0.43113 -0.20208 -0.353
C -1.35595 -0.08678 0.27250 0.444
C -2.68586 0.58448 0.25337 -0.579
C -2.95963 1.23284 -1.07823 0.540
O -3.68435 0.82753 -1.88709 -0.413
Br -1.91296 2.84789 -1.38767 -0.042
N -1.13908 -1.28697 0.79332 -0.430
C 0.17313 -1.52065 0.62377 0.579
N 0.83645 -2.63142 1.02136 -0.857
H 2.91694 1.66812 0.50578 0.409
H 3.84640 0.46511 1.19106 0.418
H 1.63499 0.86174 -1.98856 0.502
H -0.11211 1.34290 -0.63365 0.446
H -2.75175 1.33131 1.04229 0.286
H -3.44289 -0.16747 0.44452 0.295
H 1.46153 -2.62679 1.80493 0.427
H 0.62940 -3.51903 0.60145 0.432
```

***

3.
This record from the Open Molecules 2025 dataset describes one molecule with the formula C4H8BrNO2Si. The level of theory is ωB97M-V with the def2-TZVPD basis set.

Output
Total energy: -87784.4361 eV
SMILES: CO[Si](Br)(CC#N)OC
Multiplicity: 1
Relative energy (zero: lowest compared OMol25 entry of this formula, charge and spin): 76.8 kJ/mol

Geometry as XYZ:
```
17
Properties=species:S:1:pos:R:3:nbo_charge:R:1
C 1.18275 -2.74119 -1.06256 0.245
C -0.56881 2.44257 -1.19034 -0.260
C -0.12484 -1.28842 2.25036 -0.245
C 0.64145 -1.61400 -1.69061 -0.880
N 1.78718 -3.57438 -0.52621 -0.339
O -0.44640 1.04582 -0.92667 -0.930
O -0.23781 -0.29336 1.19378 -0.929
Si 0.55876 0.02576 -0.21052 1.951
Br 2.56077 0.83496 0.28253 -0.312
H -1.37538 2.70562 -2.02834 0.196
H 0.39750 3.00156 -1.54461 0.188
H -0.89641 3.13960 -0.33118 0.191
H -0.87177 -1.19676 3.05653 0.202
H 0.92379 -1.24482 2.64317 0.190
H -0.26823 -2.36893 1.75421 0.187
H -0.48131 -1.87066 -2.01231 0.274
H 1.17576 -1.30008 -2.59565 0.271
```

***

4.
This record from the Open Molecules 2025 dataset describes C4H8CaO3 as an isolated structure. The level of theory is ωB97M-V with the def2-TZVPD basis set.

Output
Total energy: -28835.3012 eV
Multiplicity: 1
Relative energy (zero: lowest compared OMol25 entry of this formula, charge and spin): 177.0 kJ/mol
Net charge: +2

Geometry as XYZ:
```
16
Properties=species:S:1:pos:R:3:nbo_charge:R:1
C 2.40594 -1.47081 1.86954 -0.648
C 2.21248 -0.81106 0.52951 -0.084
O 1.22603 0.24610 0.74265 -0.368
H 3.10292 -2.30876 1.74596 0.279
H 2.81390 -0.76770 2.60529 0.244
H 1.45022 -1.86157 2.24008 0.205
H 1.81430 -1.49897 -0.22585 0.200
H 3.11306 -0.30228 0.16885 0.228
Ca -0.99002 0.77259 1.17584 1.921
O 0.75543 0.73853 -0.45544 -0.212
O -0.75521 0.18140 -0.98948 -0.577
C -0.58534 0.39567 -2.29574 0.245
C 0.70035 0.15723 -2.71711 -0.169
H 1.18318 0.91590 -3.33623 0.263
H -1.27934 1.04522 -2.83635 0.225
H 1.06788 -0.86335 -2.57614 0.247
```

***

5.
This record from the Open Molecules 2025 dataset describes C4H8CdO3 as an isolated structure. The level of theory is ωB97M-V with the def2-TZVPD basis set.

Output
Total energy: -14956.7559 eV
Multiplicity: 1
Relative energy (zero: lowest compared OMol25 entry of this formula, charge and spin): 706.2 kJ/mol
Net charge: +2

Geometry as XYZ:
```
16
Properties=species:S:1:pos:R:3:nbo_charge:R:1
C -2.67471 0.24278 -0.13415 -0.655
C -1.27051 -0.25774 0.07672 -0.090
O -0.59563 0.75779 0.88608 -0.326
H -3.20077 -0.48664 -0.76217 0.286
H -3.20875 0.33849 0.81820 0.252
H -2.67287 1.20885 -0.65357 0.222
H -0.70828 -0.35647 -0.85928 0.202
H -1.22958 -1.18371 0.66003 0.243
Cd 0.55043 2.62667 0.82977 1.814
O 0.69676 0.40077 1.19710 -0.077
O 1.65572 0.94204 0.06970 -0.453
C 2.62440 -0.00118 -0.09136 0.047
C 2.24101 -1.15192 -0.66895 -0.195
H 2.75348 -2.07426 -0.39486 0.266
H 3.53039 0.12320 0.50519 0.231
H 1.50890 -1.12865 -1.47847 0.233
```

***

6.
This record from the Open Molecules 2025 dataset describes a 2-piece molecular cluster, C4H8Cl2NO3S overall. The level of theory is ωB97M-V with the def2-TZVPD basis set.

Output
Total energy: -47789.9021 eV
Multiplicity: 1
Relative energy (zero: lowest compared OMol25 entry of this formula, charge and spin): 214.3 kJ/mol
Net charge: -1

Geometry as XYZ:
```
19
Properties=species:S:1:pos:R:3:nbo_charge:R:1
C -0.43405 1.81210 1.07622 -0.692
C 1.04573 -0.19286 0.64019 -0.710
C -1.82600 -0.38669 -0.63381 -0.004
C 0.13537 0.84666 0.11853 0.079
N -2.44810 -0.82731 0.46147 -0.871
O -4.71454 -0.81905 -0.72833 -1.008
O -3.97221 1.27218 0.27956 -0.994
O -4.68238 -0.66205 1.67794 -1.000
S -4.09259 -0.20449 0.43619 2.464
Cl -1.19191 -1.50481 -1.76226 -0.027
Cl 0.93441 1.46666 -1.50308 -0.179
H -1.10860 1.37746 1.71941 0.244
H 0.49926 2.14996 1.56429 0.177
H -0.84448 2.75595 0.58246 0.235
H 0.70538 -0.57966 1.57786 0.214
H 2.02404 0.33335 0.69161 0.199
H 1.15329 -1.01371 -0.06753 0.224
H -2.49228 0.44214 -1.00586 0.252
H -2.19129 -1.69038 0.84066 0.397
```